Entry from the Open Molecules 2025 dataset: a molecular structure, C14H34Cl5K2MgN2O9P in a non-equilibrium geometry (ωB97M-V/def2-TZVPD).

```
68
Properties=species:S:1:pos:R:3:forces:R:3:mulliken_charge:R:1
C 3.8886 -2.2655 1.1465 -0.2281 -0.1293 -1.0449 -1.086
C 2.6661 -2.0247 0.0292 1.0415 -2.5574 0.3286 0.185
P 2.3201 -0.2057 -0.3454 1.0669 0.9799 -0.2021 0.128
C 2.2550 -0.1139 -2.2923 -0.7293 -0.8404 0.3691 -0.099
N 0.7184 0.3707 0.2613 0.9102 -1.1915 -0.4495 0.224
C -0.1993 -0.8067 0.2658 -1.1785 -0.8064 0.5571 0.131
C -1.7946 -0.5380 0.4276 -0.3768 -1.8199 0.2743 0.291
C -2.4088 -2.0023 0.9656 1.2120 0.2010 -0.1366 -0.412
N -3.9188 -1.9691 0.9834 0.6826 1.0157 -1.1108 -0.671
C 1.0313 0.9104 1.6469 1.0946 0.2790 0.5235 -0.319
C 1.6070 2.4691 1.6361 3.3668 4.6788 2.3754 0.165
O 1.3675 3.3635 0.6704 -0.0757 -3.7204 2.5537 -0.651
O 2.4646 2.9424 2.7615 -4.8992 -3.3269 -5.5008 -0.750
H 4.3718 -3.3146 0.8773 -1.0432 2.2753 0.7663 0.331
H 4.6924 -1.4407 0.9498 -1.4287 -1.5191 0.7825 0.288
H 3.4848 -2.2977 2.2508 0.9526 0.2995 -2.2056 0.279
H 1.7872 -2.6876 0.4091 1.3372 1.3637 -0.9771 0.281
H 3.0670 -2.5588 -0.9605 -1.0889 1.5584 2.2825 -0.061
H 2.7698 0.8837 -2.6709 -0.5648 -2.3214 0.5802 -0.074
H 2.8821 -1.0192 -2.7166 -1.2175 1.8218 0.6399 -0.179
H 1.1135 -0.1606 -2.5532 2.0616 0.1286 -0.2188 0.285
H -0.0404 -1.4075 -0.7462 -0.2857 1.1410 2.1882 -0.634
H 0.1209 -1.4930 1.1897 -0.7817 1.0557 -2.0032 0.208
H -2.1159 0.2449 1.2346 0.6970 -1.1317 -1.5206 -0.114
H -2.3666 -0.3586 -0.6041 1.4778 -0.1037 2.0652 0.124
H -1.9737 -2.2529 2.0471 -1.0337 0.7550 -2.2182 0.236
H -2.0109 -2.8783 0.2707 -0.8998 1.7488 1.2848 0.178
H -4.2556 -2.3062 0.0532 0.4330 0.4068 1.0284 0.280
H -4.1626 -0.9376 0.9975 0.2118 -1.5420 0.2922 0.316
H 1.9424 0.2508 2.0471 -2.1136 1.6004 -0.0981 0.270
H 0.0896 0.8476 2.3372 1.7600 0.1128 -1.2846 0.370
Mg 1.8444 2.5848 -2.5757 -0.4633 0.5105 0.7569 0.220
C -2.5275 3.4148 2.3058 0.0920 0.6407 0.2903 -1.066
C -3.4134 2.4406 3.1025 1.3721 -0.2032 -1.1108 -0.417
O -3.2942 1.2541 2.5295 -0.6562 -0.4829 0.3048 -0.824
H -2.8447 3.4944 1.2583 -0.1400 -0.2472 -0.0812 0.375
H -2.5923 4.4177 2.7437 -0.4746 -0.1705 0.6720 0.387
H -1.4714 3.1176 2.3244 -0.1361 -0.1901 0.0152 0.481
H -4.4082 2.9123 3.1296 -1.1514 0.1475 -0.1444 -0.071
H -3.0933 2.5515 4.1504 0.2645 -0.2271 0.5814 0.229
C -4.8530 6.9246 2.1389 0.7557 -1.1285 0.8334 0.193
Cl -6.2935 7.9195 1.8660 4.8813 -2.1749 2.9465 -0.350
Cl -3.7511 7.7234 3.2736 -0.1341 0.0240 -0.2660 -0.112
Cl -5.3089 5.3211 2.7391 0.1740 0.4495 -0.3246 -0.075
H -4.3342 6.8006 1.1849 -0.4002 0.2207 0.1465 0.218
K -1.3935 5.7525 1.6551 1.5033 0.2607 -0.5402 0.921
O 1.4785 -3.2566 -2.1792 -0.8727 -0.1242 -0.4044 -0.459
H 1.7106 -3.4678 -3.0960 0.2530 0.1493 0.2533 0.374
H 0.7303 -2.6464 -2.2617 0.1955 -0.3562 0.0969 0.028
O 5.6478 -4.9264 2.2435 0.2530 -0.5392 0.0883 -0.615
H 5.1902 -5.7724 2.3614 0.1005 0.3182 -0.0513 0.302
H 6.5814 -5.1741 2.1664 -0.3082 0.1474 -0.0033 0.304
C 4.5596 -3.0096 -3.4376 -0.4415 -0.6062 -0.5606 0.909
O 3.4357 -3.2263 -3.8639 -1.0493 -0.3004 -0.9297 -0.596
O 4.8546 -2.1289 -2.6215 0.1200 2.0067 1.5974 -0.421
O 5.5759 -3.6375 -3.7563 1.5589 -1.1302 -0.6537 -0.494
K -7.9935 8.7209 0.7373 -5.4205 2.5544 -3.3874 1.020
O 2.0361 8.3929 1.2164 0.0497 -0.1421 -0.3603 -0.632
H 1.9173 7.6189 0.6456 0.2394 0.1658 0.2301 0.325
H 2.9661 8.6350 1.0920 -0.3148 -0.1198 0.1191 0.313
Cl -1.2703 -4.7315 -6.2981 -0.0128 0.0450 -0.0244 -0.201
C -0.8309 -5.3727 -4.6951 0.0981 -0.1136 0.3053 -0.284
C -1.7388 -4.8432 -3.5966 0.0582 -0.3693 0.0242 -0.482
Cl -1.4907 -3.1042 -3.2987 -0.3570 0.1184 -0.1432 -0.157
H 0.2180 -5.1242 -4.5063 -0.2639 0.0425 -0.0306 0.170
H -0.9170 -6.4615 -4.7559 -0.0661 0.1837 0.0548 0.318
H -1.5233 -5.3587 -2.6558 0.0853 0.0973 -0.1777 0.247
H -2.7952 -4.9994 -3.8359 0.2483 0.1316 -0.0438 0.408
```
Positions in Å, forces in eV/Å.

Entry from the Open Molecules 2025 dataset: 2 unconnected molecules or ions with the total composition C14H34FO7P2S in a non-equilibrium geometry (ωB97M-V/def2-TZVPD).

```
59
Properties=species:S:1:pos:R:3:forces:R:3:mulliken_charge:R:1
C 3.1821 1.6849 0.9224 -0.6225 -0.3764 -0.0517 -0.559
C 2.0866 1.3917 -0.2869 1.6100 0.9682 0.7739 -0.193
O 0.9256 0.6605 0.2890 -0.9373 -0.0735 -3.1248 -0.398
P -0.2421 0.5226 -1.0361 1.4573 1.6042 -4.8974 0.994
O 0.3601 1.0347 -2.4342 -1.6382 -2.0972 4.8611 -0.775
C -1.7926 1.6652 -0.7303 0.3856 -1.0144 1.3820 -0.430
C -3.1187 0.9922 -1.4173 1.6596 -0.0533 -1.2546 -1.087
P -4.7406 1.2077 -0.3777 -1.4439 0.8059 -1.8263 1.012
C -6.4278 1.2945 0.5769 -2.2457 0.3751 0.6572 -1.243
F -4.1798 2.7307 0.2598 -0.1552 -0.9944 0.0006 -0.675
C -5.4449 2.1971 -1.8841 -1.7585 1.3642 -1.5034 -0.845
C -5.9010 1.1928 -3.1385 1.4459 0.7689 -0.5522 -0.858
C -4.0906 0.1585 1.0689 0.7039 -1.7102 2.3790 0.053
C -4.3762 0.6943 2.5764 1.2399 4.0731 2.2319 -0.092
O -4.1894 1.9123 3.0862 -0.9442 -6.8505 -3.1345 -0.533
O -0.6513 -1.1525 -1.2628 0.7271 2.5832 2.7292 -0.402
C -0.8049 -1.8786 0.0062 -0.6009 -2.6495 -0.0758 -0.215
C -2.1132 -2.9029 -0.1888 0.1693 0.1936 -0.6423 -0.854
H 2.6435 1.4207 1.9436 1.2775 0.6312 -2.0544 0.219
H 4.1706 1.0271 0.7973 -2.2973 1.5740 0.3407 0.007
H 3.4265 2.8352 0.8926 -0.2914 -2.3570 0.1992 0.270
H 1.6890 2.4367 -0.6344 0.9327 -2.1969 0.2212 0.242
H 2.6470 0.7804 -1.1273 -1.6163 1.3833 1.5567 0.275
H -1.8452 1.7344 0.4609 -0.2991 0.0949 -2.6148 0.270
H -1.5019 2.7196 -1.1791 -0.4821 -2.3991 0.9503 0.352
H -3.0396 -0.1713 -1.6131 0.3452 2.3106 0.5529 0.263
H -3.2062 1.4790 -2.5038 0.1957 -1.1116 2.4455 0.323
H -5.2517 0.0052 -1.0451 0.2653 -0.0210 0.4547 0.220
H -6.6981 0.2647 1.1178 0.6955 2.1629 -0.8787 0.292
H -6.4421 2.1888 1.3392 -0.0330 -1.8298 -1.2330 0.266
H -7.3526 1.4775 -0.1557 2.0225 -0.3850 1.4039 0.308
H -4.6924 3.0475 -2.2555 -1.5080 -2.0003 0.6299 0.345
H -6.4379 2.8022 -1.6131 2.0620 -1.1758 -0.4549 0.397
H -5.1073 0.3194 -3.3188 -1.7609 1.8046 0.5922 0.186
H -5.8196 1.8652 -4.1204 -0.6496 -1.5596 1.8594 0.300
H -6.9587 0.7203 -2.9980 1.9663 0.9871 -0.2576 0.259
H -2.9472 -0.1374 1.0147 -2.0738 0.7614 0.2550 -0.546
H -4.6641 -0.8871 0.9727 1.2022 2.2550 0.3726 0.370
H -4.7229 -0.1256 3.3746 0.4596 1.4474 -1.6527 0.255
H -0.9263 -1.2064 0.9563 0.2901 -1.1875 -1.8875 0.254
H 0.1279 -2.6187 0.0943 -1.8158 1.9185 0.1589 0.260
H -1.8763 -3.7166 -1.0297 -0.3035 1.8821 1.8257 0.292
H -3.0456 -2.2910 -0.5823 1.8903 -1.2278 1.0691 0.185
H -2.3608 -3.4930 0.7944 0.4506 1.3341 -1.8010 0.290
O 8.2880 -0.2676 2.2640 -0.7804 -0.3079 -0.7494 -0.657
S 7.6540 -0.5640 0.9976 -0.0539 -0.2382 -0.2872 1.150
O 6.2675 -0.2421 0.7366 1.1932 -0.2443 0.5674 -0.551
O 7.9056 -2.1312 0.6318 0.3077 1.3175 -0.2627 -0.278
C 7.5334 -3.1206 1.5808 -0.5380 -0.7855 0.7158 -0.313
C 6.0350 -3.3586 1.5730 -0.3061 0.2073 0.0454 -0.993
C 8.6432 0.1285 -0.3049 0.0795 -0.1643 -0.0915 -0.952
H 7.8871 -2.8525 2.5819 0.0166 0.1378 -0.1527 0.319
H 8.0433 -4.0461 1.2951 0.1341 0.3361 -0.1726 0.263
H 5.4960 -2.4831 1.9466 0.0660 -0.1294 -0.0371 0.293
H 5.7756 -4.2113 2.2073 0.1018 0.0581 -0.0793 0.382
H 5.6775 -3.5488 0.5560 0.1059 -0.0424 0.1495 0.264
H 9.6858 -0.1540 -0.1466 -0.1936 0.0002 0.0254 0.339
H 8.5397 1.2154 -0.2670 -0.1096 -0.1887 0.1337 0.362
H 8.2791 -0.2463 -1.2636 0.0001 0.0310 0.1900 0.316
```
Positions in Å, forces in eV/Å.

Computed properties:
Charge: -1

Entry from the Open Molecules 2025 dataset: 5 unconnected molecules or ions with the total composition C14H34N4O5S in a non-equilibrium geometry (ωB97M-V/def2-TZVPD).

```
58
Properties=species:S:1:pos:R:3:forces:R:3:mulliken_charge:R:1
C 1.1809 -0.8341 -5.9490 -0.3533 -0.9824 -0.2169 -1.315
C 0.9498 -1.8263 -4.7669 -1.0777 3.2919 0.5579 0.730
O -0.0379 -1.7228 -4.0297 0.1256 -0.2952 -0.5681 -0.603
N 1.9275 -2.6487 -4.4963 2.0942 -1.7391 0.5503 -0.177
C 1.9818 -3.5269 -3.2968 -0.5555 0.2972 -1.6422 -0.556
H 0.4131 -0.0644 -6.0274 -0.1802 -0.3974 0.2778 0.308
H 1.1429 -1.4719 -6.8321 -0.1447 0.1936 -0.3495 0.381
H 2.1332 -0.3090 -6.0229 0.2417 -0.3213 0.5986 0.376
H 2.8195 -2.5394 -4.9573 -0.3479 0.0946 -0.2520 0.223
H 2.6642 -4.3245 -3.5904 0.2271 0.0981 0.5832 0.359
H 1.0033 -3.9936 -3.1831 0.2169 0.3111 0.3488 0.097
H 2.2827 -2.9447 -2.4258 -0.0615 -0.4171 0.0412 0.177
C -0.4788 1.0792 -1.5807 -0.6616 -0.0451 -0.7022 -1.136
C 0.4788 0.6320 -0.5124 -0.2914 0.6327 -0.1653 0.730
O 0.6792 1.3361 0.4738 0.1282 -0.8611 0.0553 -0.550
N 1.0397 -0.5729 -0.7713 0.7903 0.3314 0.3598 0.082
C 1.7367 -1.3634 0.2690 -0.7707 0.3496 -0.7636 -0.945
H -0.8693 2.0877 -1.4449 0.4897 0.0019 0.1378 0.310
H -1.3649 0.4448 -1.6055 -0.0545 -0.2631 0.2301 0.223
H -0.0597 0.9473 -2.5782 0.1511 0.2100 -0.0429 0.411
H 0.7820 -0.9946 -1.6521 0.0777 -0.2219 0.0902 -0.001
H 0.8973 -1.6437 0.9055 0.6852 -0.5148 0.6760 0.317
H 2.5094 -0.8092 0.8019 -0.3607 0.3064 -0.0480 0.257
H 2.2208 -2.2265 -0.1878 -0.3897 -0.0252 0.0726 0.301
C -2.3010 3.7314 2.4191 -0.5178 -1.1567 0.3218 -0.813
C -3.2221 2.4809 2.4220 0.0885 0.4492 1.1210 0.760
O -4.2600 2.3613 3.0437 -0.6015 1.0730 0.1600 -0.666
N -2.7779 1.4589 1.7081 1.2566 -2.0790 -1.7171 -0.035
C -3.4434 0.1636 1.4610 -0.1034 0.9617 -0.0202 -0.968
H -1.4257 3.6567 1.7738 -0.4326 -0.0778 -0.6256 0.154
H -1.8122 3.8128 3.3900 -0.6285 0.4793 0.3388 0.192
H -2.9848 4.5359 2.1483 0.5097 0.3451 0.2771 0.352
H -1.7749 1.4137 1.5978 0.0066 0.2098 -0.5057 0.078
H -3.3167 -0.0817 0.4066 0.6345 -0.3130 0.0425 0.271
H -4.5310 0.2125 1.5136 0.1371 0.3604 0.7399 0.366
H -3.0381 -0.5828 2.1442 -0.2290 -0.2376 -0.2206 0.323
C 2.1161 5.2755 5.7633 0.1074 -1.0473 -0.9394 -1.147
C 1.3257 4.4387 4.7570 -0.8880 0.6758 -0.0709 0.606
O 0.0969 4.5018 4.7554 0.8770 -0.5655 -0.3522 -0.601
N 2.0633 3.6801 3.8824 -1.4097 -0.1334 0.2006 -0.136
C 1.4285 2.9093 2.7714 1.2027 0.6788 -0.0493 -0.671
H 1.4428 5.9125 6.3370 0.2358 -0.1801 -0.1208 0.294
H 2.8546 5.8282 5.1825 0.0833 0.3158 0.3314 0.333
H 2.6375 4.5293 6.3629 0.1371 0.3670 0.4580 0.309
H 3.0631 3.8231 3.8730 -0.2619 -0.1878 -0.0888 0.225
H 0.4469 2.4727 2.9555 0.3403 0.1525 0.6781 0.173
H 2.1432 2.1370 2.4870 -0.2960 -0.1175 0.0456 0.267
H 1.3154 3.5509 1.8975 -0.0754 0.0597 -0.0227 0.308
C -1.2919 -5.7586 -0.7799 -0.2687 -0.3918 -0.4751 -1.048
S -0.5782 -4.1647 -0.3456 -0.1051 -0.3377 -0.0367 0.488
O 0.8497 -4.3272 -0.7548 -0.1900 0.4162 -0.0377 -0.570
C -1.5282 -3.2020 -1.5868 -0.1004 -0.7479 0.3686 -0.539
H -1.0893 -5.9858 -1.8265 -0.0221 0.4271 -0.2332 0.299
H -2.3708 -5.7668 -0.6248 0.0629 -0.0526 0.1967 0.374
H -0.7946 -6.5804 -0.2647 -0.0693 0.3845 0.5503 0.367
H -1.4076 -2.1277 -1.4472 0.4405 -0.1963 -0.2436 -0.123
H -2.5776 -3.4206 -1.3894 -0.0757 -0.0883 0.1494 0.495
H -1.2904 -3.5996 -2.5734 0.1771 0.5197 -0.0491 0.282
```
Positions in Å, forces in eV/Å.

Entry from the Open Molecules 2025 dataset: 3 unconnected molecules or ions with the total composition C14H34NO2SSi (ωB97M-V/def2-TZVPD).

```
53
Properties=species:S:1:pos:R:3:forces:R:3:mulliken_charge:R:1
C 2.0088 -4.1886 2.9820 -0.1457 -0.0867 -0.0170 -1.154
Si 1.9515 -3.0101 1.5327 0.1361 -0.0420 0.1114 0.440
C 2.0731 -3.8938 -0.0857 -0.1935 -0.0455 -0.1377 -1.201
C 3.1392 -1.5984 1.7228 0.1390 0.0707 -0.0452 -0.740
C 0.1404 -2.2884 1.5602 0.0387 0.1606 -0.0286 0.372
N -0.4093 -1.6649 2.5694 -0.1036 -0.0255 -0.1627 -0.173
C -1.7476 -1.0733 2.3362 0.1255 -0.1871 -0.2430 -0.457
C -2.3337 -2.0167 1.2987 -0.1451 -0.1567 0.2513 -0.579
S -0.9145 -2.4637 0.2347 -0.0415 -0.0118 0.2268 -0.066
H 2.8714 -3.9650 3.6121 -0.0400 -0.0513 0.0024 0.367
H 2.1150 -5.2096 2.6031 0.0154 0.0703 0.0916 0.328
H 1.1141 -4.1747 3.6099 0.0776 0.0201 -0.0137 0.372
H 2.0562 -3.2087 -0.9377 0.0638 -0.0516 0.0473 0.354
H 3.0017 -4.4685 -0.1197 -0.0026 0.0598 -0.0417 0.358
H 1.2455 -4.6013 -0.2002 0.1128 -0.0002 -0.0124 0.376
H 3.9805 -1.9393 2.3346 -0.0441 0.0638 -0.0641 0.431
H 3.5284 -1.2831 0.7518 -0.0760 0.0433 0.0685 0.272
H 2.7170 -0.7115 2.1979 -0.0147 -0.0847 0.0294 0.049
H 0.1013 -1.4892 3.4209 0.1093 0.0821 0.0855 0.293
H -1.5990 -0.0569 1.9558 -0.1753 -0.1138 0.0590 0.172
H -2.3280 -1.0531 3.2563 0.0537 -0.0097 -0.0257 0.450
H -2.6250 -2.9505 1.7898 -0.1369 0.1118 -0.1391 0.415
H -3.1749 -1.6318 0.7268 0.1792 0.1411 0.0001 0.390
C -3.6274 2.8205 -3.7055 -0.0213 -0.0295 0.0144 -1.140
C -2.8091 2.9957 -2.4405 0.0056 0.0519 -0.0171 -0.099
O -3.1335 2.0748 -1.4060 0.0336 0.0107 0.0595 -0.469
C -2.9642 0.7097 -1.7166 -0.0209 -0.0680 0.0358 -0.164
C -1.5327 0.3263 -2.0519 -0.0557 -0.0196 -0.0251 -0.460
H -4.6929 2.8936 -3.4868 -0.0024 -0.0042 -0.0028 0.289
H -3.3675 3.6032 -4.4182 -0.0109 0.0151 0.0026 0.422
H -3.4410 1.8618 -4.1916 0.0259 0.0153 -0.0085 0.275
H -3.0044 3.9724 -1.9999 0.0077 0.0133 -0.0210 0.406
H -1.7371 2.9541 -2.6689 -0.0045 -0.0321 0.0064 0.091
H -3.6431 0.3905 -2.5152 0.0092 0.0594 -0.0177 0.332
H -3.2835 0.1911 -0.8078 -0.0117 -0.0379 -0.0402 0.005
H -1.1810 0.7979 -2.9699 -0.0305 0.0081 -0.0107 0.372
H -1.4555 -0.7528 -2.1969 -0.0106 -0.0031 -0.0114 0.390
H -0.8633 0.6199 -1.2432 -0.0656 -0.0916 0.0251 -0.171
C 0.4362 2.0101 1.3866 -0.0329 -0.0306 -0.0608 -0.504
C 1.9279 1.9265 1.1166 0.1185 0.0408 0.0299 -0.471
O 2.2743 1.1863 -0.0395 -0.1066 -0.1347 0.0898 -0.428
C 1.8048 1.7124 -1.2757 0.0125 0.0647 -0.0640 0.765
C 2.2924 3.1161 -1.5802 0.0449 -0.0098 0.0392 -1.284
H 0.0084 1.0061 1.4666 0.0863 0.0601 -0.0561 -0.322
H 0.2597 2.5395 2.3237 -0.0074 -0.0097 0.0184 0.510
H -0.1014 2.5439 0.6025 -0.0091 0.0048 -0.0046 0.220
H 2.4216 1.4039 1.9374 0.0203 0.0612 0.0179 0.352
H 2.3629 2.9298 1.0798 -0.0289 0.0015 -0.0159 0.312
H 0.7110 1.6711 -1.3190 0.1637 0.1006 0.0388 -0.729
H 2.1829 1.0166 -2.0251 -0.0231 -0.0001 -0.0248 0.351
H 1.9135 3.8501 -0.8684 -0.0301 0.0025 -0.0251 0.283
H 1.9478 3.4138 -2.5708 0.0101 -0.0074 -0.0157 0.454
H 3.3818 3.1564 -1.5685 0.0019 0.0115 0.0014 0.338
```
Positions in Å, forces in eV/Å.

Computed properties:
Charge: +1

Number 1: electronic energy -146455.2912 eV. Number 2: electronic energy -61527.2118 eV. Number 3: electronic energy -42102.7034 eV. Number 4: electronic energy -39361.5749 eV.